i) A single C17H17N7O2S molecule, computed with the ωB97M-V functional and the def2-TZVPD basis.

```
44
Properties=species:S:1:pos:R:3:mulliken_charge:R:1
N 3.36 2.05 -4.02 -0.470
C 2.47 2.44 -3.08 0.433
N 2.57 1.83 -1.97 -0.580
C 1.64 2.12 -0.96 0.125
N 1.74 1.34 0.12 -0.407
C 0.75 1.48 1.05 0.812
C 0.74 0.51 2.23 0.080
O -0.23 0.48 3.00 -0.714
N 1.67 -0.51 2.19 -0.056
C 1.74 -1.68 3.07 -0.972
C 0.71 -2.74 2.71 0.473
S 1.35 -4.25 2.49 -0.348
N -0.63 -2.44 2.50 -0.007
C -1.68 -3.35 1.94 -1.192
C -1.74 -3.29 0.43 -0.914
C -1.88 -1.91 -0.15 0.723
C -2.98 -1.11 0.24 -0.211
C -3.13 0.19 -0.25 -0.803
C -2.17 0.75 -1.10 -0.478
C -1.06 -0.04 -1.48 -0.322
C -0.92 -1.35 -1.01 -0.525
C -0.27 2.46 0.91 -0.516
N -0.32 3.27 -0.15 -0.585
C 0.64 3.09 -1.10 0.758
C 0.64 3.77 -2.38 0.242
O -0.09 4.68 -2.74 -0.668
N 1.54 3.41 -3.33 -0.090
H 3.91 1.30 -3.70 0.264
H 3.07 2.12 -4.99 0.220
H 2.38 -0.46 1.45 0.340
H 2.75 -2.14 2.98 0.465
H 1.58 -1.37 4.09 0.258
H -0.90 -1.47 2.69 0.333
H -1.52 -4.38 2.26 0.464
H -2.64 -3.09 2.34 0.436
H -2.55 -3.92 0.03 0.402
H -0.79 -3.77 0.06 0.289
H -3.73 -1.52 0.94 0.274
H -4.00 0.79 -0.01 0.414
H -2.27 1.76 -1.50 0.451
H -0.30 0.38 -2.12 0.489
H -0.08 -1.98 -1.31 0.329
H -0.98 2.49 1.71 0.526
H 1.62 4.05 -4.10 0.260
```

The calculation puts the highest occupied orbital energy at -8.21 eV. For the molecular weight, the calculation gives 383.4 g/mol. Its HOMO-LUMO gap is 7.1 eV. As for the SMILES: Nc1nc2nc(C(=O)NCC(=S)NCCc3ccccc3)cnc2c(=O)[nH]1. The value obtained for the LUMO energy is -1.071 eV.

---

ii) A single C17H17N7O2S molecule, computed with the ωB97M-V functional and the def2-TZVPD basis.

```
44
Properties=species:S:1:pos:R:3:mulliken_charge:R:1
N 3.72 -2.65 -0.86 -0.406
C 3.89 -1.69 0.11 0.253
N 2.83 -1.02 0.21 -0.463
C 2.88 0.05 1.01 0.058
N 1.95 0.96 0.99 -0.207
C 1.88 2.02 1.83 0.678
C 0.69 2.81 1.84 0.086
O 0.46 3.70 2.70 -0.713
N -0.30 2.61 0.89 0.016
C -1.49 3.48 0.71 -0.735
C -2.09 3.07 -0.60 0.064
S -1.99 3.97 -1.98 -0.347
N -2.72 1.86 -0.78 -0.078
C -2.80 0.67 0.10 -0.892
C -1.66 -0.29 -0.27 0.040
C -2.33 -1.33 -1.10 0.201
C -2.11 -2.70 -0.72 -0.608
C -2.68 -3.78 -1.43 -0.517
C -3.56 -3.55 -2.48 -0.557
C -3.70 -2.20 -2.91 -0.491
C -3.09 -1.15 -2.26 -0.268
C 2.92 2.19 2.82 -0.386
N 3.88 1.24 2.87 -0.593
C 3.87 0.24 1.93 0.897
C 5.10 -0.58 1.69 0.199
O 6.16 -0.28 2.14 -0.595
N 5.11 -1.52 0.74 -0.162
H 4.53 -3.08 -1.29 0.190
H 2.78 -2.73 -1.30 0.257
H -0.02 1.95 0.14 0.265
H -1.16 4.55 0.69 0.407
H -2.17 3.36 1.51 0.340
H -3.40 1.79 -1.50 0.337
H -3.86 0.27 0.13 0.412
H -2.61 0.97 1.15 0.355
H -1.31 -0.66 0.75 0.115
H -0.86 0.24 -0.73 0.369
H -1.58 -2.88 0.20 0.348
H -2.52 -4.85 -1.20 0.326
H -4.10 -4.30 -2.97 0.447
H -4.24 -2.00 -3.88 0.289
H -3.15 -0.16 -2.69 0.395
H 2.84 3.06 3.55 0.378
H 5.99 -1.66 0.26 0.295
```

The calculation puts the highest occupied orbital energy at -8.37 eV. For the molecular weight, the calculation gives 383.4 g/mol. Its HOMO-LUMO gap is 7.4 eV. As for the SMILES: Nc1nc2nc(C(=O)NCC(=S)NCCc3ccccc3)cnc2c(=O)[nH]1. The value obtained for the LUMO energy is -0.976 eV.

---

Most stable = i)

---

i) A single C9H12N2O2S molecule, computed with the ωB97M-V functional and the def2-TZVPD basis.

```
26
Properties=species:S:1:pos:R:3:mulliken_charge:R:1
C -3.03 -0.67 0.18 -1.475
C -1.53 -0.54 0.26 0.761
C -0.89 0.53 -0.16 0.899
C -1.66 1.52 -1.03 -1.944
N 0.43 0.75 0.32 0.411
C 1.20 1.76 0.76 0.393
O 1.06 2.95 0.88 -0.657
C 2.37 0.90 1.10 -0.648
C 1.45 -0.27 0.51 -0.116
N 1.74 -0.91 -0.75 -0.041
C 2.87 -0.80 -1.52 -0.160
O 3.90 -0.25 -1.27 -0.509
S 0.77 -1.41 1.79 -0.212
C -0.83 -1.68 0.99 -1.301
H -3.31 -1.77 0.58 0.331
H -3.37 -0.44 -0.82 0.329
H -3.29 0.17 0.85 0.318
H -2.30 2.08 -0.45 0.407
H -2.26 1.05 -1.72 0.567
H -0.88 2.14 -1.55 0.349
H 3.26 1.21 0.49 0.249
H 2.63 0.59 2.05 0.388
H 0.94 -1.19 -1.21 0.222
H 2.80 -1.33 -2.40 0.453
H -1.41 -1.84 1.81 0.674
H -0.68 -2.55 0.28 0.314
```

The calculation puts the highest occupied orbital energy at -8.68 eV. For the molecular weight, the calculation gives 212.3 g/mol. Its HOMO-LUMO gap is 9.1 eV. As for the SMILES: CC1=C(C)N2C(=O)C[C@@]2(NC=O)SC1. The value obtained for the LUMO energy is 0.441 eV.

---

ii) A molecular structure, C9H12N2O2S, computed with the ωB97M-V functional and the def2-TZVPD basis.

```
26
Properties=species:S:1:pos:R:3:mulliken_charge:R:1
C 0.63 -1.01 0.22 0.611
C 0.64 0.19 0.86 1.054
C 0.78 2.72 0.26 0.461
C -2.75 0.48 -1.57 -0.060
C 0.68 -1.22 -1.25 -1.002
C 0.79 3.01 -1.21 -0.542
C 0.53 1.48 -1.32 0.159
C 0.70 -2.39 0.84 -2.047
C 0.79 0.36 2.31 -1.441
N 0.66 1.35 0.05 0.232
N -1.84 1.36 -1.32 -0.301
O 0.85 3.31 1.31 -0.613
O -2.49 -0.66 -2.05 -0.659
S 1.14 0.21 -2.29 -0.187
H -3.78 0.86 -1.33 0.298
H 1.37 -2.06 -1.49 0.555
H -0.29 -1.70 -1.54 0.456
H -0.08 3.55 -1.60 0.299
H 1.66 3.41 -1.86 0.291
H 1.68 -2.52 1.22 0.432
H 0.58 -3.18 0.20 0.500
H -0.04 -2.57 1.70 0.343
H 1.25 1.37 2.50 0.393
H 1.26 -0.61 2.74 0.367
H -0.19 0.49 2.81 0.264
H -1.98 2.27 -0.97 0.136
```

The calculation puts the highest occupied orbital energy at -8.37 eV. For the molecular weight, the calculation gives 212.3 g/mol. Its HOMO-LUMO gap is 7.7 eV. The value obtained for the LUMO energy is -0.668 eV.

---

Most stable = i)

---

i) A single C4H6P2 molecule, computed with the ωB97M-V functional and the def2-TZVPD basis.

```
12
Properties=species:S:1:pos:R:3:mulliken_charge:R:1
C -2.03 1.73 1.50 -0.852
P -0.49 1.71 0.44 0.174
P -0.16 -0.32 0.31 -0.153
C 1.70 0.39 0.18 -0.648
C 1.44 -0.60 -0.61 0.622
C 1.66 -1.80 -1.55 -0.876
H -2.18 2.71 2.03 0.309
H -1.89 0.81 2.19 0.278
H -2.94 1.59 0.72 0.248
H 1.08 -2.63 -1.16 0.339
H 2.75 -2.13 -1.63 0.270
H 1.06 -1.47 -2.43 0.290
```

The calculation puts the highest occupied orbital energy at -7.99 eV. For the molecular weight, the calculation gives 116.0 g/mol. Its HOMO-LUMO gap is 7.2 eV. As for the SMILES: CP=P1=C=C1C. The value obtained for the LUMO energy is -0.803 eV.

---

ii) A molecular structure, C4H6P2, computed with the ωB97M-V functional and the def2-TZVPD basis.

```
12
Properties=species:S:1:pos:R:3:mulliken_charge:R:1
C -1.52 0.21 0.49 -0.184
C -0.98 -1.23 0.35 -0.344
C -0.16 0.57 -0.13 -0.169
C 0.21 -0.81 -0.08 0.070
P 2.10 -0.79 -0.19 -0.117
P 1.45 1.26 0.31 -0.137
H -2.52 0.60 0.00 0.208
H -1.60 0.64 1.48 0.206
H -1.38 -2.27 0.52 0.336
H 0.16 1.77 -2.68 0.032
H 2.37 -1.53 0.96 0.043
H 1.88 1.58 -1.03 0.057
```

The calculation puts the highest occupied orbital energy (alpha / beta) at -7.87 / -8.50 eV. For the molecular weight, the calculation gives 116.0 g/mol. Its HOMO-LUMO gap (alpha / beta) is 7.5 / 7.9 eV. The value obtained for the LUMO energy (alpha / beta) is -0.360 / -0.612 eV.

---

iii) A single C4H6P2 molecule, computed with the ωB97M-V functional and the def2-TZVPD basis.

```
12
Properties=species:S:1:pos:R:3:mulliken_charge:R:1
C -1.76 1.36 -0.27 0.899
C -0.56 1.48 -0.05 -0.575
C -3.14 1.10 -0.61 -1.120
C 3.44 -0.69 -0.88 -1.057
P 1.17 1.55 0.61 -0.136
P 3.53 0.74 0.31 0.070
H -3.15 0.41 -1.52 0.249
H -3.66 1.94 -1.03 0.318
H -3.82 0.80 0.17 0.290
H 2.57 -1.16 -1.09 0.400
H 3.74 -0.44 -1.87 0.342
H 3.99 -1.55 -0.55 0.319
```

The calculation puts the highest occupied orbital energy (alpha / beta) at -8.06 / -7.88 eV. For the molecular weight, the calculation gives 116.0 g/mol. Its HOMO-LUMO gap (alpha / beta) is 6.9 / 6.8 eV. The value obtained for the LUMO energy (alpha / beta) is -1.165 / -1.100 eV.

---

Most stable = i)

---

i) A single C4H6P2 molecule, computed with the ωB97M-V functional and the def2-TZVPD basis.

```
12
Properties=species:S:1:pos:R:3:mulliken_charge:R:1
C 1.56 0.91 -0.33 -1.199
C 0.30 0.30 -0.01 0.233
P -1.47 1.51 0.07 -0.082
P -2.65 -0.25 0.06 -0.104
C -1.37 -1.39 0.08 -0.292
C 0.05 -1.07 -0.02 -0.349
H 2.47 0.33 -0.10 0.343
H 1.55 1.65 0.39 0.379
H 1.79 1.18 -1.36 0.277
H -1.36 1.03 1.49 0.124
H -1.72 -2.42 -0.15 0.303
H 0.86 -1.78 -0.13 0.366
```

The calculation puts the highest occupied orbital energy at -8.18 eV. For the molecular weight, the calculation gives 116.0 g/mol. Its HOMO-LUMO gap is 8.1 eV. As for the SMILES: CC1=[PH]=PC=C1. The value obtained for the LUMO energy is -0.129 eV.

---

ii) A single C4H6P2 molecule, computed with the ωB97M-V functional and the def2-TZVPD basis.

```
12
Properties=species:S:1:pos:R:3:mulliken_charge:R:1
C 0.19 -1.11 0.65 -0.252
C 1.16 1.43 -0.83 -0.317
C -0.47 -0.11 0.04 0.058
C -1.91 0.21 -0.29 -0.860
P 2.59 0.73 -0.40 -0.111
P 2.06 -1.26 0.25 -0.058
H -0.37 -2.01 0.95 0.369
H 1.14 2.50 -1.11 0.307
H -1.97 1.13 -0.93 0.243
H -2.31 0.47 0.69 0.285
H -2.50 -0.70 -0.57 0.300
H 2.39 -1.29 1.55 0.035
```

The calculation puts the highest occupied orbital energy (alpha / beta) at -8.35 / -8.35 eV. For the molecular weight, the calculation gives 116.0 g/mol. Its HOMO-LUMO gap (alpha / beta) is 8.2 / 8.2 eV. The value obtained for the LUMO energy (alpha / beta) is -0.116 / -0.117 eV.

---

Most stable = i)

---

i) 2 unconnected molecules or ions with the total composition CHF3O, computed with the ωB97M-V functional and the def2-TZVPD basis.

```
6
Properties=species:S:1:pos:R:3:mulliken_charge:R:1
C -0.03 -0.77 -0.03 0.333
O -2.10 0.01 -0.77 -0.419
F -0.45 -1.31 1.10 -0.114
F 0.30 -1.69 -0.88 -0.107
F -3.01 0.03 0.25 -0.115
H -0.09 0.25 -0.20 0.423
```

The calculation puts the highest occupied orbital energy (alpha / beta) at -9.49 / -9.50 eV. For the molecular weight, the calculation gives 86.0 g/mol. Its HOMO-LUMO gap (alpha / beta) is 7.9 / 7.9 eV. The value obtained for the LUMO energy (alpha / beta) is -1.619 / -1.618 eV.

---

ii) A molecular structure, CHF3O, computed with the ωB97M-V functional and the def2-TZVPD basis.

```
6
Properties=species:S:1:pos:R:3:mulliken_charge:R:1
C 0.17 -0.52 0.00 0.779
O 0.15 1.34 0.29 -0.605
F -0.83 -0.95 0.69 -0.161
F 1.32 -0.92 0.36 -0.150
F -0.04 -0.64 -1.28 -0.169
H -0.77 1.69 -0.07 0.306
```

The calculation puts the highest occupied orbital energy at -11.01 eV. For the molecular weight, the calculation gives 86.0 g/mol. Its HOMO-LUMO gap is 11.6 eV. The value obtained for the LUMO energy is 0.596 eV.

---

Most stable = ii)

---

i) A single H4S2 molecule, computed with the ωB97M-V functional and the def2-TZVPD basis.

```
6
Properties=species:S:1:pos:R:3:mulliken_charge:R:1
H -1.18 0.91 0.54 0.192
H -1.92 -0.89 0.44 0.171
H 2.08 -0.68 -0.27 0.022
H 1.17 1.04 -0.42 0.153
S -1.00 -0.18 -0.23 -0.185
S 0.84 -0.21 -0.06 -0.352
```

The calculation puts the highest occupied orbital energy at -6.06 eV. For the molecular weight, the calculation gives 68.2 g/mol. Its HOMO-LUMO gap is 6.1 eV. The value obtained for the LUMO energy is 0.037 eV.

---

ii) 2 unconnected molecules or ions with the total composition H4S2, computed with the ωB97M-V functional and the def2-TZVPD basis.

```
6
Properties=species:S:1:pos:R:3:mulliken_charge:R:1
S 1.01 -1.90 -2.59 -0.293
H 0.35 -2.49 -1.58 0.146
H 0.62 -2.84 -3.47 0.146
S -0.85 1.82 2.48 -0.293
H -0.17 2.48 3.43 0.146
H -0.95 2.92 1.71 0.146
```

The calculation puts the highest occupied orbital energy at -9.77 eV. For the molecular weight, the calculation gives 68.2 g/mol. Its HOMO-LUMO gap is 10.6 eV. As for the SMILES: S.S. The value obtained for the LUMO energy is 0.854 eV.

---

Most stable = ii)